Here is a structure of composition F8KN4O16S8 at a distorted geometry from OMol25. Energies are from wB97M-V/def2-TZVPD.

The HOMO energy comes out at -4.028 eV. The calculation puts the relative energy (zero: lowest compared OMol25 entry of this formula, charge and spin) at 569.6 kJ/mol. The calculation puts the total energy at -6007.1725 Ha. The LUMO energy comes out at 3.6 eV. The gap between HOMO and LUMO is 7.7 eV. As for the total charge: -3.

XYZ file:
```
37
Properties=species:S:1:pos:R:3:lowdin_charge:R:1
K 7.71882 -2.03440 -11.65798 0.95
N 10.63297 0.67584 -9.19817 -0.29
S 10.84929 1.60485 -7.97200 0.50
O 11.55208 2.88744 -8.19305 -0.34
O 10.94498 1.03653 -6.58115 -0.33
F 9.33343 2.20006 -7.93709 -0.24
S 12.15962 -0.02055 -9.09089 0.53
O 12.19603 -1.21442 -8.27376 -0.30
O 13.35316 0.80292 -9.00989 -0.29
F 12.10591 -0.53873 -10.61108 -0.22
N 2.26562 -0.43266 -7.67011 -0.26
S 0.96726 -0.90955 -6.73199 0.63
O 0.78566 -0.47098 -5.32501 -0.32
O 0.57499 -2.28831 -7.06532 -0.30
F -0.13369 0.11753 -7.45062 -0.26
S 3.17448 -0.40531 -6.54656 0.39
O 3.42001 -1.56329 -5.67998 -0.31
O 3.42957 0.89253 -5.96939 -0.29
F 4.40459 -0.65736 -7.63925 -0.27
N 4.51465 -5.32481 -13.39326 -0.28
S 4.49978 -5.59733 -15.08532 0.60
O 3.21365 -5.41783 -15.64394 -0.28
O 5.42646 -6.62719 -15.63182 -0.29
F 5.14726 -4.11787 -15.32776 -0.24
S 4.25956 -6.71495 -13.00600 0.36
O 5.45635 -7.41180 -12.55535 -0.31
O 3.23343 -7.50992 -13.65456 -0.32
F 3.42467 -6.52051 -11.65199 -0.22
N 10.71011 -5.18352 -14.48478 -0.27
S 11.56457 -5.26977 -15.94413 0.56
O 11.80810 -6.62986 -16.55391 -0.33
O 12.57952 -4.28072 -15.99074 -0.30
F 10.53919 -4.69943 -17.04563 -0.22
S 11.77240 -6.00298 -13.73269 0.40
O 13.04788 -5.46483 -13.28823 -0.30
O 11.68918 -7.40224 -13.95422 -0.29
F 11.00541 -5.82268 -12.30832 -0.25
```

***

Here is a structure of composition F8KN4O16S8 at a distorted geometry from OMol25. Energies are from wB97M-V/def2-TZVPD.

The HOMO energy comes out at -2.915 eV. The calculation puts the relative energy (zero: lowest compared OMol25 entry of this formula, charge and spin) at 245.9 kJ/mol. The calculation puts the total energy at -6007.2958 Ha. The LUMO energy comes out at 6.2 eV. The gap between HOMO and LUMO is 9.1 eV. As for the total charge: -3.

XYZ file:
```
37
Properties=species:S:1:pos:R:3:lowdin_charge:R:1
K 0.61548 0.30677 0.09942 0.82
N -0.21977 -2.33174 -0.69939 -0.31
S 0.59887 -3.61484 -0.42394 0.43
O 0.57968 -4.65538 -1.43447 -0.32
O 0.74459 -4.02404 0.94432 -0.29
F 2.04277 -2.94787 -0.70952 -0.22
S -1.59096 -2.71624 0.23949 0.53
O -1.39791 -2.58449 1.63377 -0.26
O -2.54557 -3.72360 -0.18660 -0.30
F -2.40460 -1.45962 -0.26285 -0.19
N -4.35678 2.32438 -0.23568 -0.28
S -4.27626 1.52251 -1.69230 0.54
O -3.13390 0.75049 -2.10895 -0.27
O -5.05150 2.15821 -2.71130 -0.30
F -5.27486 0.34703 -1.26165 -0.22
S -2.90426 2.70554 -0.07957 0.42
O -2.51104 3.79502 -0.92615 -0.29
O -1.92081 1.68123 0.20095 -0.34
F -3.04150 3.40138 1.37874 -0.22
N 1.20315 1.26831 -2.35791 -0.32
S 2.85797 1.13967 -2.67416 0.53
O 3.71979 1.64708 -1.63909 -0.28
O 3.31574 1.04587 -4.03560 -0.29
F 2.95863 -0.44326 -2.33946 -0.22
S 1.14328 2.76022 -2.81945 0.43
O 0.99882 2.92954 -4.25235 -0.30
O 1.75546 3.81232 -2.06866 -0.27
F -0.39005 2.83443 -2.32136 -0.22
N 2.05871 -1.81378 4.13955 -0.26
S 0.95351 -0.57362 3.95977 0.55
O 0.51375 -0.27803 2.62172 -0.38
O 1.13523 0.46752 4.94552 -0.31
F -0.36235 -1.21102 4.61968 -0.20
S 3.16689 -1.14509 3.27413 0.44
O 3.70781 0.12207 3.77798 -0.32
O 2.97631 -1.28746 1.86719 -0.29
F 4.33571 -2.20951 3.53818 -0.21
```

***

Here is a structure of composition F8Li3N4O16S8 at a distorted geometry from OMol25. Energies are from wB97M-V/def2-TZVPD.

The HOMO energy comes out at -8.382 eV. The calculation puts the relative energy (zero: lowest compared OMol25 entry of this formula, charge and spin) at 1057.9 kJ/mol. The calculation puts the total energy at -5429.8007 Ha. The LUMO energy comes out at -0.5 eV. The gap between HOMO and LUMO is 7.9 eV. As for the total charge: -1.

XYZ file:
```
39
Properties=species:S:1:pos:R:3:lowdin_charge:R:1
Li 0.66421 -3.34072 -0.97238 0.84
Li 0.90219 0.30792 -0.08703 0.78
Li -1.13924 3.31395 -1.10584 0.86
N 2.25314 -1.84290 0.82688 -0.35
S 3.89739 -1.34505 0.79493 0.56
O 5.03355 -2.18117 1.29132 -0.26
O 3.93735 0.03356 1.19089 -0.27
F 4.13114 -1.32661 -0.78563 -0.19
S 2.41232 -2.25311 2.33557 0.44
O 2.41104 -1.17725 3.30330 -0.25
O 3.09433 -3.46645 2.77294 -0.28
F 0.92097 -2.88415 2.43887 -0.23
N 0.84476 1.81092 -2.42499 -0.33
S 0.61986 0.61259 -3.64702 0.60
O 0.53965 -0.68632 -2.96584 -0.32
O 1.10648 0.64302 -4.98827 -0.20
F -0.93952 0.92658 -3.75006 -0.18
S 1.84333 2.51691 -3.22097 0.41
O 1.30516 3.49895 -4.16360 -0.29
O 3.14497 1.90034 -3.57570 -0.28
F 2.37327 3.54929 -2.03467 -0.23
N -2.28636 -3.71955 -0.84393 -0.33
S -3.03389 -2.27591 -0.33916 0.52
O -2.13157 -1.15854 -0.39489 -0.33
O -4.09687 -2.27420 0.60210 -0.24
F -3.75946 -2.08680 -1.72781 -0.19
S -3.38280 -4.77666 -0.50481 0.51
O -4.84821 -4.45402 -0.78342 -0.32
O -3.04032 -5.72555 0.50743 -0.29
F -2.99531 -5.75172 -1.70956 -0.23
N -1.38708 3.96026 1.73911 -0.34
S -0.38126 4.64435 2.57099 0.42
O 0.92011 3.95657 2.35463 -0.33
O -0.70468 5.44788 3.76458 -0.28
F -0.13295 5.95812 1.70793 -0.22
S -1.75380 2.70787 2.83764 0.65
O -2.47054 3.11846 4.12076 -0.30
O -0.85602 1.58764 2.98497 -0.27
F -3.01535 2.23165 1.88072 -0.24
```

***

Here is a structure of composition F8N4O16PbS8 at a distorted geometry from OMol25. Energies are from wB97M-V/def2-TZVPD.

The HOMO energy comes out at -6.344 eV. The calculation puts the relative energy (zero: lowest compared OMol25 entry of this formula, charge and spin) at 733.2 kJ/mol. The calculation puts the total energy at -5599.9954 Ha. The LUMO energy comes out at 2.7 eV. The gap between HOMO and LUMO is 9.1 eV. As for the total charge: -2.

XYZ file:
```
37
Properties=species:S:1:pos:R:3:lowdin_charge:R:1
Pb -1.54377 -15.55002 11.39945 1.65
N 0.41863 -14.13417 12.02067 -0.44
S 0.92302 -13.42599 13.27976 0.47
O 1.22030 -11.99528 13.17608 -0.28
O 1.63236 -14.23616 14.33615 -0.29
F -0.53489 -13.34107 13.94942 -0.22
S 1.99069 -14.36236 11.42421 0.61
O 2.88351 -15.36379 12.05861 -0.28
O 2.71642 -13.18999 10.88219 -0.28
F 1.56073 -15.18046 10.08494 -0.22
N -0.79042 -17.72430 10.71646 -0.44
S -0.28236 -18.86902 11.91668 0.56
O 0.99744 -18.63294 12.60034 -0.26
O -0.80827 -20.23215 11.91013 -0.25
F -1.21578 -18.28647 13.03882 -0.21
S -0.10044 -18.57508 9.61306 0.49
O -0.90378 -19.72363 9.03192 -0.31
O 1.35602 -18.73870 9.60754 -0.27
F -0.35840 -17.49825 8.43204 -0.21
N -2.84922 -14.30775 9.82400 -0.44
S -2.72423 -14.00355 8.14505 0.61
O -2.69772 -12.67717 7.52938 -0.25
O -3.15845 -15.11360 7.29542 -0.26
F -1.14667 -14.30190 8.24083 -0.22
S -4.25972 -13.81297 9.85640 0.39
O -5.26712 -14.75505 9.43976 -0.25
O -4.52569 -12.39850 9.70646 -0.26
F -4.38689 -13.90602 11.47112 -0.22
N -3.07595 -15.77802 13.24250 -0.42
S -3.08146 -15.74280 14.93512 0.56
O -3.12180 -16.96224 15.73800 -0.24
O -3.46439 -14.46797 15.51435 -0.25
F -1.51713 -15.58483 14.98691 -0.20
S -4.43382 -16.35679 13.26877 0.35
O -5.46787 -15.38528 13.46402 -0.24
O -4.70981 -17.78603 13.59649 -0.27
F -4.36782 -16.51574 11.71782 -0.22
```

***

Here is a structure of composition F8N4O16S8V at a distorted geometry from OMol25. Energies are from wB97M-V/def2-TZVPD.

Its spin multiplicity is 4. The HOMO energy (spin up / spin down) comes out at -10.480 / -10.419 eV. The calculation puts the relative energy (zero: lowest compared OMol25 entry of this formula, charge and spin) at 150.2 kJ/mol. The calculation puts the total energy at -6350.6885 Ha. The LUMO energy (spin up / spin down) comes out at -6.6 / -7.0 eV. The gap between HOMO and LUMO (spin up / spin down) is 3.9 / 3.4 eV. As for the total charge: 0.

XYZ file:
```
37
Properties=species:S:1:pos:R:3:lowdin_charge:R:1
V -19.16328 7.31310 -17.85902 1.37
N -14.61868 5.83968 -18.43026 -0.20
S -14.08391 6.62772 -17.21353 0.43
O -13.19436 5.91901 -16.26057 -0.28
O -14.91999 7.68424 -16.64317 -0.29
F -13.01402 7.44729 -18.04986 -0.18
S -15.99807 5.34820 -17.41950 0.65
O -17.21007 6.17188 -17.52997 -0.41
O -15.80889 4.54132 -16.22516 -0.21
F -16.42931 4.15550 -18.40688 -0.21
N -18.13365 9.05000 -18.10302 -0.32
S -18.55380 10.72127 -17.61277 0.62
O -18.93115 11.76381 -18.59888 -0.20
O -17.78261 11.16678 -16.49360 -0.19
F -19.93657 10.36464 -16.91167 -0.17
S -16.91313 9.73341 -18.86782 0.52
O -15.82229 10.36811 -18.13312 -0.17
O -17.22865 10.22929 -20.17592 -0.21
F -16.12632 8.27739 -19.15718 -0.23
N -19.80478 7.39731 -16.02332 -0.36
S -18.81455 7.31427 -14.60196 0.60
O -18.55149 5.98632 -14.18776 -0.17
O -18.88621 8.37762 -13.58484 -0.16
F -17.49831 7.52583 -15.50469 -0.19
S -20.97666 7.32802 -15.00206 0.45
O -21.47245 8.54948 -14.38505 -0.19
O -21.31936 6.06735 -14.39710 -0.17
F -22.13260 7.24865 -16.09120 -0.19
N -16.26548 5.29300 -21.09808 0.00
S -17.57499 6.35074 -21.37295 0.61
O -18.29865 6.59532 -20.13775 -0.31
O -18.34806 6.35994 -22.62676 -0.19
F -16.72570 7.64032 -21.58930 -0.11
S -17.13261 4.06179 -21.64320 0.54
O -17.04377 3.78335 -23.07378 -0.14
O -18.30808 3.68415 -20.90011 -0.17
F -16.09007 3.00234 -20.95302 -0.17
```

***

Here is a structure of composition FFe2H10O5 at a distorted geometry from OMol25. Energies are from wB97M-V/def2-TZVPD.

Its spin multiplicity is 9. The HOMO energy (spin up / spin down) comes out at -20.901 / -20.875 eV. The calculation puts the relative energy (zero: lowest compared OMol25 entry of this formula, charge and spin) at 56.9 kJ/mol. The calculation puts the total energy at -3008.2358 Ha. The LUMO energy (spin up / spin down) comes out at -14.8 / -15.4 eV. The gap between HOMO and LUMO (spin up / spin down) is 6.1 / 5.5 eV. As for the total charge: +3.

XYZ file:
```
18
Properties=species:S:1:pos:R:3:lowdin_charge:R:1
Fe -0.79404 1.97616 -0.06028 1.29
Fe -1.09947 -0.87898 -2.51106 1.48
F -0.26862 0.01559 -0.76523 -0.45
O 0.54776 -0.03692 -3.60967 0.00
H 0.53234 0.80640 -4.06222 0.11
H 1.46975 -0.29414 -3.61280 0.12
O 1.84144 -1.85764 -0.04085 -0.01
H 1.07883 -1.29172 -0.16078 -0.06
H 2.51066 -1.48314 -0.61368 0.05
O -0.25002 -1.07722 2.15902 -0.01
H -0.25638 -1.18056 1.20743 -0.01
H -0.55179 -1.92154 2.49412 0.09
O 0.65562 1.79853 1.33386 0.01
H 0.74566 1.10675 1.98926 0.10
H 0.62308 2.60856 1.84282 0.12
O -2.07622 0.88263 1.32708 -0.02
H -2.85193 0.44845 0.97213 0.10
H -1.85673 0.37883 2.11083 0.08
```